# 1
Density functional theory data (wB97M-V/def2-TZVPD) for C19H19IN2O3Os as an isolated structure in a non-equilibrium geometry.

Calculated values
E_HOMO (alpha / beta) (eV): -12.59 / -14.92
Energy (Eh): -1458.30700

The geometry in ORCA input format:
```
! wB97M-V def2-TZVPD RIJCOSX def2/J DEFGRID3
* xyz 2 5
C -2.04 1.72 -0.02
C -1.32 2.30 -1.15
H -3.04 1.83 -0.45
H -1.70 2.27 0.85
H -2.22 0.62 0.30
H -0.49 1.80 -1.79
H -2.07 2.50 -1.98
H -0.72 3.08 -0.64
C -1.37 -2.55 0.84
C -1.70 -3.89 0.94
C -1.00 -4.79 0.14
C -0.04 -4.43 -0.79
H -1.83 -1.68 1.33
H -2.44 -4.15 1.69
H -1.17 -5.83 0.28
H 0.59 -5.10 -1.38
N -0.37 -2.19 -0.03
C 0.26 -3.07 -0.87
C 1.22 -2.49 -1.82
N 1.33 -1.12 -1.79
C 2.11 -0.39 -2.62
C 2.85 -2.45 -3.51
C 2.93 -1.05 -3.52
H 1.94 0.71 -2.50
H 3.60 -0.45 -4.12
C 2.01 -3.20 -2.73
H 1.97 -4.29 -2.62
H 3.53 -2.99 -4.13
Os -0.26 -0.38 -0.85
I -1.88 -0.88 -2.63
O -0.42 1.35 4.21
C -0.20 2.33 3.33
C -0.82 3.58 3.53
C -0.55 4.63 2.69
C 0.36 4.43 1.62
C 0.88 3.16 1.34
C 0.55 2.06 2.14
C 0.64 0.66 1.64
O 0.52 -0.35 2.35
O 0.86 0.60 0.34
H -0.08 0.51 3.79
H -1.53 3.68 4.34
H -1.02 5.61 2.82
H 0.61 5.26 0.96
H 1.54 3.02 0.48
*
```

Charges computed using Mulliken, reported in e:
1 C -0.665
2 C -0.678
3 H 0.416
4 H 0.029
5 H 0.323
6 H 0.153
7 H 0.454
8 H 0.139
9 C -0.103
10 C -0.883
11 C -0.415
12 C -0.843
13 H 0.420
14 H 0.427
15 H 0.470
16 H 0.364
17 N -0.035
18 C 0.737
19 C 0.893
20 N 0.075
21 C 0.015
22 C -0.379
23 C -0.908
24 H 0.419
25 H 0.441
26 C -0.918
27 H 0.402
28 H 0.469
29 Os 1.311
30 I -0.231
31 O -0.467
32 C 0.456
33 C -0.536
34 C -0.504
35 C -0.278
36 C -0.431
37 C 0.300
38 C 0.849
39 O -0.726
40 O -0.823
41 H 0.408
42 H 0.500
43 H 0.444
44 H 0.453
45 H 0.455


# 2
Density functional theory data (wB97M-V/def2-TZVPD) for a 2-piece molecular cluster, C5H14 overall in a non-equilibrium geometry.

Calculated values
E_HOMO (eV): -11.04
Energy relative to the best compared isomer or geometry (same formula, charge and spin) (kcal per mole): 27.7
Energy (Eh): -198.84507

The geometry in ORCA input format:
```
! wB97M-V def2-TZVPD RIJCOSX def2/J DEFGRID3
* xyz 0 1
C -1.38 -1.81 -1.07
C -1.69 -0.45 -0.41
C -2.59 -0.80 0.81
H -0.34 -2.24 -0.90
H -1.52 -1.74 -2.11
H -1.92 -2.64 -0.68
H -0.73 -0.07 -0.03
H -2.04 0.20 -1.23
H -3.50 -1.18 0.44
H -2.02 -1.53 1.32
H -2.61 0.17 1.37
C 2.91 0.82 0.32
C 2.23 2.20 0.32
H 3.91 0.87 -0.15
H 3.03 0.50 1.32
H 2.27 -0.01 -0.24
H 2.54 2.84 -0.61
H 2.39 2.80 1.28
H 1.06 2.07 0.24
*
```

Charges computed using Mulliken, reported in e:
1 C -1.190
2 C 0.082
3 C -1.230
4 H 0.276
5 H 0.356
6 H 0.368
7 H -0.068
8 H 0.369
9 H 0.369
10 H 0.342
11 H 0.327
12 C -0.674
13 C -0.606
14 H 0.290
15 H 0.271
16 H 0.125
17 H 0.218
18 H 0.247
19 H 0.131


# 3
Density functional theory data (wB97M-V/def2-TZVPD) for C9H14Br12IP as an isolated structure in a non-equilibrium geometry.

Calculated values
E_HOMO (eV): -7.07
Energy (Eh): -31878.19218

The geometry in ORCA input format:
```
! wB97M-V def2-TZVPD RIJCOSX def2/J DEFGRID3
* xyz 0 1
C -3.55 -4.63 2.35
C -3.05 -3.64 1.41
P -2.96 -1.88 2.08
C -2.08 -0.73 0.87
C -0.99 -1.48 -0.02
C 0.40 -0.70 -0.09
I 2.05 -1.86 0.74
H -2.79 -5.07 3.04
H -4.65 -4.87 2.41
H -2.72 -3.93 0.38
H -2.10 -2.00 3.25
H -2.84 -0.19 0.24
H -1.56 0.07 1.48
H -1.42 -1.55 -1.06
H -0.76 -2.51 0.35
H 0.66 -0.41 -1.20
H 0.29 0.26 0.46
C 3.07 2.32 -1.41
Br 3.57 1.88 -3.23
Br 2.21 4.05 -1.30
Br 1.98 0.92 -0.61
H 3.99 2.38 -0.83
C 1.20 8.26 -1.58
Br 0.46 9.72 -2.63
Br -0.02 6.77 -1.47
Br 2.94 7.72 -2.24
H 1.34 8.64 -0.57
C -3.69 -2.18 -3.98
Br -2.59 -3.74 -4.32
Br -4.53 -2.26 -2.24
Br -2.71 -0.53 -4.23
H -4.49 -2.19 -4.72
C 5.11 -1.29 3.63
Br 5.48 -3.19 3.71
Br 3.21 -0.94 3.53
Br 5.96 -0.34 5.09
H 5.56 -0.92 2.71
*
```

Charges computed using Mulliken, reported in e:
1 C -0.696
2 C -0.270
3 P 0.017
4 C -0.716
5 C 0.187
6 C -1.094
7 I 0.073
8 H 0.268
9 H 0.246
10 H 0.405
11 H 0.021
12 H 0.363
13 H 0.345
14 H -0.087
15 H 0.366
16 H 0.326
17 H 0.296
18 C -0.514
19 Br -0.041
20 Br 0.048
21 Br 0.200
22 H 0.344
23 C -0.300
24 Br -0.032
25 Br -0.058
26 Br -0.032
27 H 0.379
28 C -0.364
29 Br -0.001
30 Br 0.002
31 Br -0.009
32 H 0.356
33 C -0.320
34 Br -0.006
35 Br -0.003
36 Br -0.039
37 H 0.340


# 4
Density functional theory data (wB97M-V/def2-TZVPD) for C4H6N2O in the gas phase.

Calculated values
E_HOMO (eV): -7.35
Energy relative to the best compared isomer or geometry (same formula, charge and spin) (kcal per mole): 39.4
Energy (Eh): -340.73208

The geometry in ORCA input format:
```
! wB97M-V def2-TZVPD RIJCOSX def2/J DEFGRID3
* xyz 0 1
N -2.18 -0.28 0.14
C -0.83 0.04 0.28
C -0.16 1.25 0.37
C 1.24 0.96 0.37
C 1.36 -0.40 0.26
O 2.25 -1.12 -0.51
N 0.10 -0.95 0.32
H -2.31 -0.99 -0.57
H -2.69 0.55 -0.16
H -0.61 2.23 0.29
H 2.06 1.67 0.32
H 1.80 -1.00 -1.37
H -0.05 -1.95 0.25
*
```

Charges computed using Mulliken, reported in e:
1 N -0.569
2 C 0.163
3 C -0.391
4 C -0.549
5 C 0.130
6 O -0.514
7 N -0.085
8 H 0.247
9 H 0.258
10 H 0.357
11 H 0.412
12 H 0.331
13 H 0.211